[1]
Entry from the Open Molecules 2025 dataset: 8 unconnected molecules or ions with the total composition C7H29ClN7O7 at a distorted geometry (ωB97M-V/def2-TZVPD).

Last column: natural (NBO) charge in e.
Positions of all 51 atoms, in Å:
Cl  0.34  1.70  0.71  -0.917
C  -1.86  1.22  -3.00  0.734
O  -1.96  1.15  -4.18  -0.695
N  -0.83  1.45  -2.33  -0.844
N  -2.88  1.05  -2.20  -0.836
H  0.03  1.65  -2.83  0.418
H  -0.69  1.31  -1.34  0.420
H  -2.73  1.16  -1.21  0.377
H  -3.82  0.79  -2.47  0.394
C  2.76  -0.91  2.94  0.748
O  3.36  -1.43  3.86  -0.711
N  3.24  -0.04  2.13  -0.806
N  1.52  -1.16  2.65  -0.843
H  2.73  0.38  1.37  0.417
H  4.24  0.14  2.15  0.390
H  1.10  -0.62  1.91  0.391
H  0.91  -1.62  3.32  0.399
C  2.85  -0.88  -1.59  0.740
O  3.49  -0.40  -0.71  -0.689
N  3.31  -1.69  -2.48  -0.819
N  1.62  -0.65  -1.78  -0.814
H  2.60  -2.01  -3.12  0.367
H  4.30  -1.84  -2.65  0.405
H  1.23  -1.07  -2.62  0.368
H  1.05  -0.14  -1.12  0.433
C  -3.88  -1.50  1.42  -0.624
C  -2.36  -1.66  1.84  -0.031
C  -1.31  -1.84  0.62  -0.086
O  -1.72  -2.80  -0.34  -0.547
C  -1.19  -2.62  -1.60  -0.247
N  -1.96  -0.50  2.66  -0.855
H  -4.60  -1.30  2.21  0.210
H  -4.18  -2.40  0.89  0.216
H  -3.88  -0.66  0.73  0.189
H  -2.36  -2.62  2.36  0.158
H  -0.25  -1.83  0.85  0.188
H  -1.53  -0.90  0.12  0.155
H  -1.66  -3.37  -2.23  0.184
H  -0.12  -2.81  -1.48  0.162
H  -1.35  -1.69  -2.15  0.172
H  -2.67  0.22  2.70  0.364
H  -1.09  -0.13  2.32  0.383
O  2.93  3.51  0.84  -0.962
H  2.28  2.85  0.59  0.489
H  3.77  3.11  0.62  0.456
O  -1.15  4.10  2.68  -0.958
H  -1.95  4.05  2.16  0.457
H  -0.51  3.60  2.18  0.497
O  1.58  3.22  -2.19  -0.960
H  2.35  3.03  -1.65  0.477
H  0.89  3.40  -1.56  0.485

For the orbital gap, the calculation gives 0.3379 Eh. The total charge is -1. As for the lowest unoccupied orbital energy: 2.535 eV. Its spin multiplicity is 1. The HOMO energy is -6.7 eV. As for the total energy: -45019.4357 eV. Its relative energy (zero: lowest compared OMol25 entry of this formula, charge and spin) is 225.82 kJ/mol.



[2]
Entry from the Open Molecules 2025 dataset: a molecular structure, C19H29BN6OsS6 at a distorted geometry (ωB97M-V/def2-TZVPD).

Last column: natural (NBO) charge in e.
Positions of all 62 atoms, in Å:
Os  -0.32  0.95  -0.30  0.370
C  -6.00  -0.26  0.60  -0.540
C  -5.23  -1.52  0.15  -0.539
S  -3.43  -1.25  0.04  0.208
C  -3.29  -0.48  -1.58  -0.564
C  -3.62  1.00  -1.64  -0.542
S  -2.52  2.16  -0.76  0.485
C  -3.17  2.38  0.95  -0.516
C  -4.68  2.23  1.19  -0.555
S  -5.11  0.62  1.92  0.221
H  -6.97  -0.53  1.02  0.253
H  -6.17  0.42  -0.23  0.210
H  -5.58  -1.89  -0.81  0.234
H  -5.33  -2.31  0.89  0.247
H  -3.94  -1.02  -2.28  0.250
H  -2.25  -0.64  -1.88  0.223
H  -4.63  1.21  -1.29  0.245
H  -3.55  1.33  -2.68  0.253
H  -2.86  3.40  1.17  0.245
H  -2.63  1.71  1.61  0.230
H  -5.28  2.40  0.29  0.232
H  -4.99  2.95  1.93  0.262
C  2.13  -0.26  -4.78  -0.417
N  1.82  -1.10  -3.62  -0.314
C  2.26  -2.39  -3.42  -0.038
C  1.78  -2.78  -2.22  -0.053
N  1.05  -1.74  -1.68  -0.507
B  0.24  -1.87  -0.36  0.316
N  1.07  -1.58  0.94  -0.502
C  2.16  -2.31  1.37  -0.055
C  2.46  -1.91  2.63  -0.040
N  1.54  -0.94  2.97  -0.317
C  1.45  -0.22  4.24  -0.415
C  0.71  -0.77  1.93  0.259
S  -0.62  0.36  1.94  0.100
C  1.09  -0.73  -2.56  0.261
S  0.26  0.80  -2.53  0.103
H  3.01  -0.65  -5.28  0.243
H  2.32  0.76  -4.45  0.234
H  1.29  -0.25  -5.48  0.239
H  2.83  -2.92  -4.16  0.260
H  1.89  -3.73  -1.71  0.254
H  -0.21  -2.97  -0.28  0.021
H  -0.68  -1.01  -0.42  -0.083
H  2.65  -3.03  0.75  0.245
H  3.23  -2.23  3.30  0.256
H  2.27  -0.53  4.88  0.241
H  0.50  -0.45  4.74  0.240
H  1.50  0.85  4.07  0.232
C  5.41  2.38  2.03  -0.664
C  4.34  1.91  1.10  0.321
C  4.48  0.75  0.33  -0.282
C  3.35  0.25  -0.30  0.095
N  2.18  0.90  -0.23  -0.527
C  2.19  2.07  0.39  0.241
S  0.65  2.91  0.26  0.351
N  3.18  2.59  1.08  -0.440
H  6.40  2.18  1.62  0.247
H  5.32  1.81  2.96  0.250
H  5.29  3.43  2.26  0.261
H  5.43  0.23  0.25  0.253
H  3.37  -0.68  -0.84  0.218

For the orbital gap (spin up / spin down), the calculation gives 0.1674 / 0.1639 Eh. The total charge is +2. As for the lowest unoccupied orbital energy (spin up / spin down): -8.291 / -8.387 eV. Its spin multiplicity is 1. The HOMO energy (spin up / spin down) is -12.8 / -12.8 eV. As for the total energy: -97257.6979 eV. Its relative energy (zero: lowest compared OMol25 entry of this formula, charge and spin) is 63.55 kJ/mol.



[3]
Entry from the Open Molecules 2025 dataset: 2 unconnected molecules or ions with the total composition CH3BrN2 at a distorted geometry (ωB97M-V/def2-TZVPD).

Last column: natural (NBO) charge in e.
Positions of all 7 atoms, in Å:
C  1.89  -0.74  2.97  -0.472
N  1.04  -0.83  2.00  0.055
N  0.30  -1.17  1.21  -0.018
Br  -2.04  -0.82  -3.12  -0.176
H  3.03  -0.81  2.81  0.227
H  1.62  -0.30  3.82  0.208
H  -1.90  0.41  -2.67  0.176

For the orbital gap, the calculation gives 0.3505 Eh. As for the lowest unoccupied orbital energy: 0.865 eV. Its spin multiplicity is 1. The HOMO energy is -8.7 eV. As for the total energy: -74105.7179 eV. Its relative energy (zero: lowest compared OMol25 entry of this formula, charge and spin) is 58.98 kJ/mol.



[4]
Entry from the Open Molecules 2025 dataset: a molecular structure, C6H7NOS at a distorted geometry (ωB97M-V/def2-TZVPD).

Last column: natural (NBO) charge in e.
Positions of all 16 atoms, in Å:
C  -0.19  -0.97  -0.08  0.147
C  1.80  0.51  -0.26  0.700
C  0.24  -2.17  -0.31  -0.422
C  -1.57  -0.45  -0.09  -0.574
C  1.46  2.00  -0.04  -0.520
C  0.17  1.44  0.57  -0.145
N  0.68  0.14  0.36  -0.446
O  2.75  -0.12  -0.64  -0.562
S  -1.36  1.32  -0.46  0.172
H  1.32  -2.18  -0.39  0.230
H  -0.18  -3.11  -0.67  0.228
H  -2.15  -0.86  -0.98  0.250
H  -2.22  -0.64  0.75  0.234
H  2.08  2.60  0.66  0.243
H  1.40  2.63  -1.05  0.250
H  -0.13  1.71  1.61  0.215

For the orbital gap, the calculation gives 0.3634 Eh. As for the lowest unoccupied orbital energy: 0.788 eV. Its spin multiplicity is 1. The HOMO energy is -9.1 eV. As for the total energy: -20706.4522 eV. Its relative energy (zero: lowest compared OMol25 entry of this formula, charge and spin) is 83.89 kJ/mol.



What is the spin multiplicity in the first record?
1



Copy entry 3 word for word.
Entry from the Open Molecules 2025 dataset: 2 unconnected molecules or ions with the total composition CH3BrN2 at a distorted geometry (ωB97M-V/def2-TZVPD).

Last column: natural (NBO) charge in e.
Positions of all 7 atoms, in Å:
C  1.89  -0.74  2.97  -0.472
N  1.04  -0.83  2.00  0.055
N  0.30  -1.17  1.21  -0.018
Br  -2.04  -0.82  -3.12  -0.176
H  3.03  -0.81  2.81  0.227
H  1.62  -0.30  3.82  0.208
H  -1.90  0.41  -2.67  0.176

For the orbital gap, the calculation gives 0.3505 Eh. As for the lowest unoccupied orbital energy: 0.865 eV. Its spin multiplicity is 1. The HOMO energy is -8.7 eV. As for the total energy: -74105.7179 eV. Its relative energy (zero: lowest compared OMol25 entry of this formula, charge and spin) is 58.98 kJ/mol.



What is the spin multiplicity in the fourth record?
1



Repeat the second record exactly.
Entry from the Open Molecules 2025 dataset: a molecular structure, C19H29BN6OsS6 at a distorted geometry (ωB97M-V/def2-TZVPD).

Last column: natural (NBO) charge in e.
Positions of all 62 atoms, in Å:
Os  -0.32  0.95  -0.30  0.370
C  -6.00  -0.26  0.60  -0.540
C  -5.23  -1.52  0.15  -0.539
S  -3.43  -1.25  0.04  0.208
C  -3.29  -0.48  -1.58  -0.564
C  -3.62  1.00  -1.64  -0.542
S  -2.52  2.16  -0.76  0.485
C  -3.17  2.38  0.95  -0.516
C  -4.68  2.23  1.19  -0.555
S  -5.11  0.62  1.92  0.221
H  -6.97  -0.53  1.02  0.253
H  -6.17  0.42  -0.23  0.210
H  -5.58  -1.89  -0.81  0.234
H  -5.33  -2.31  0.89  0.247
H  -3.94  -1.02  -2.28  0.250
H  -2.25  -0.64  -1.88  0.223
H  -4.63  1.21  -1.29  0.245
H  -3.55  1.33  -2.68  0.253
H  -2.86  3.40  1.17  0.245
H  -2.63  1.71  1.61  0.230
H  -5.28  2.40  0.29  0.232
H  -4.99  2.95  1.93  0.262
C  2.13  -0.26  -4.78  -0.417
N  1.82  -1.10  -3.62  -0.314
C  2.26  -2.39  -3.42  -0.038
C  1.78  -2.78  -2.22  -0.053
N  1.05  -1.74  -1.68  -0.507
B  0.24  -1.87  -0.36  0.316
N  1.07  -1.58  0.94  -0.502
C  2.16  -2.31  1.37  -0.055
C  2.46  -1.91  2.63  -0.040
N  1.54  -0.94  2.97  -0.317
C  1.45  -0.22  4.24  -0.415
C  0.71  -0.77  1.93  0.259
S  -0.62  0.36  1.94  0.100
C  1.09  -0.73  -2.56  0.261
S  0.26  0.80  -2.53  0.103
H  3.01  -0.65  -5.28  0.243
H  2.32  0.76  -4.45  0.234
H  1.29  -0.25  -5.48  0.239
H  2.83  -2.92  -4.16  0.260
H  1.89  -3.73  -1.71  0.254
H  -0.21  -2.97  -0.28  0.021
H  -0.68  -1.01  -0.42  -0.083
H  2.65  -3.03  0.75  0.245
H  3.23  -2.23  3.30  0.256
H  2.27  -0.53  4.88  0.241
H  0.50  -0.45  4.74  0.240
H  1.50  0.85  4.07  0.232
C  5.41  2.38  2.03  -0.664
C  4.34  1.91  1.10  0.321
C  4.48  0.75  0.33  -0.282
C  3.35  0.25  -0.30  0.095
N  2.18  0.90  -0.23  -0.527
C  2.19  2.07  0.39  0.241
S  0.65  2.91  0.26  0.351
N  3.18  2.59  1.08  -0.440
H  6.40  2.18  1.62  0.247
H  5.32  1.81  2.96  0.250
H  5.29  3.43  2.26  0.261
H  5.43  0.23  0.25  0.253
H  3.37  -0.68  -0.84  0.218

For the orbital gap (spin up / spin down), the calculation gives 0.1674 / 0.1639 Eh. The total charge is +2. As for the lowest unoccupied orbital energy (spin up / spin down): -8.291 / -8.387 eV. Its spin multiplicity is 1. The HOMO energy (spin up / spin down) is -12.8 / -12.8 eV. As for the total energy: -97257.6979 eV. Its relative energy (zero: lowest compared OMol25 entry of this formula, charge and spin) is 63.55 kJ/mol.